No. 1
ORCA calculation (ωB97M-V with the def2-TZVPD basis set) on 2 unconnected molecules or ions with the total composition C27H26N2O7S2.

```
! wB97M-V def2-TZVPD RIJCOSX def2/J DEFGRID3
* xyz 0 1
C -3.545 2.252 2.828
O -2.436 1.338 2.766
C -1.168 1.799 2.784
C -0.203 0.803 2.950
N -0.660 -0.546 3.007
C -1.444 -1.079 1.980
N -1.917 -2.277 2.487
C -2.815 -3.170 1.785
C -1.401 -2.491 3.747
C -0.650 -1.407 4.073
C 1.113 1.098 3.307
O 1.890 0.023 3.591
C 3.268 0.218 3.999
C 1.496 2.449 3.397
C 0.553 3.449 3.138
C -0.770 3.146 2.808
H -4.420 1.601 2.825
H -3.521 2.866 3.742
H -3.569 2.901 1.940
H -3.079 -2.720 0.825
H -2.317 -4.132 1.615
H -3.731 -3.335 2.369
H -1.636 -3.378 4.311
H -0.151 -1.144 4.986
H 3.642 -0.791 4.175
H 3.853 0.702 3.204
H 3.332 0.812 4.921
H 2.523 2.696 3.665
H 0.858 4.494 3.206
H -1.499 3.931 2.603
C 1.697 -6.267 0.178
O 2.348 -4.981 0.254
C 1.760 -3.937 -0.384
C 0.596 -4.070 -1.178
C -0.101 -2.927 -1.523
C 0.318 -1.653 -1.097
C -0.506 -0.502 -1.302
C -1.659 -0.480 -2.033
S -2.186 0.984 -2.953
O -1.320 2.102 -2.661
O -2.505 0.584 -4.297
C -3.696 1.170 -1.992
C -4.027 0.079 -1.208
C -4.964 0.208 -0.188
C -5.669 1.406 -0.070
C -5.415 2.465 -0.953
C -4.394 2.372 -1.901
S -3.080 -1.426 -1.598
O -3.622 -1.998 -2.856
O -1.685 -0.527 0.916
C 1.576 -1.539 -0.458
C 2.305 -2.653 -0.126
H 2.305 -6.893 0.830
H 0.661 -6.218 0.547
H 1.704 -6.654 -0.851
H 0.216 -5.052 -1.471
H -0.996 -3.005 -2.135
H -0.089 0.450 -0.968
H -5.121 -0.623 0.496
H -6.424 1.505 0.711
H -5.992 3.387 -0.880
H -4.124 3.196 -2.562
H 1.971 -0.548 -0.250
H 3.271 -2.594 0.368
*
```

orbital gap: 7.48 eV

No. 2
ORCA calculation (ωB97M-V with the def2-TZVPD basis set) on 6 unconnected molecules or ions with the total composition C22H36ClN2O18S.

```
! wB97M-V def2-TZVPD RIJCOSX def2/J DEFGRID3
* xyz -1 1
N -1.639 -2.589 0.046
C -0.696 -2.810 -1.081
C -0.164 -4.255 -1.103
O 0.635 -4.476 -2.282
C 0.523 -4.699 0.248
N 1.079 -3.608 1.043
C 2.549 -3.607 0.966
C 2.973 -3.196 -0.496
C 4.315 -2.368 -0.574
C 5.051 -2.682 -1.916
S 4.322 -1.914 -3.413
O 4.075 -2.975 -4.431
O 5.297 -0.939 -3.975
Cl 2.580 -0.884 -3.017
H -1.042 -2.514 0.873
H -2.045 -1.677 -0.149
H 0.091 -2.029 -1.051
H -1.277 -2.638 -2.022
H -1.054 -4.920 -1.241
H 1.293 -5.140 -2.082
H -0.259 -5.235 0.839
H 1.326 -5.450 0.013
H 2.957 -2.934 1.741
H 2.927 -4.645 1.220
H 3.067 -4.106 -1.122
H 2.167 -2.531 -0.862
H 4.996 -2.588 0.279
H 4.047 -1.296 -0.462
H 6.119 -2.381 -1.915
H 4.989 -3.776 -2.076
C 0.309 1.338 0.159
C 1.610 1.987 -0.220
O 2.539 1.368 0.669
C 2.008 0.166 1.042
O 2.601 -0.669 1.639
O 0.721 0.056 0.636
H -0.369 1.234 -0.685
H -0.200 1.864 0.959
H 1.906 1.766 -1.250
H 1.596 3.067 -0.079
C -2.726 4.152 -2.910
C -1.834 5.355 -2.767
O -1.415 5.271 -1.405
C -1.526 3.977 -1.023
O -1.104 3.541 0.000
O -2.181 3.243 -1.953
H -2.699 3.725 -3.911
H -3.764 4.366 -2.643
H -0.953 5.302 -3.412
H -2.356 6.291 -2.955
C -3.321 7.581 1.987
C -4.179 6.354 2.085
O -5.117 6.544 1.021
C -4.543 7.373 0.116
O -4.988 7.598 -0.966
O -3.398 7.909 0.598
H -2.292 7.396 2.285
H -3.718 8.419 2.569
H -3.616 5.436 1.903
H -4.688 6.272 3.045
C 2.014 5.333 3.251
C 1.246 4.232 3.928
O -0.110 4.641 3.746
C -0.149 5.456 2.667
O -1.152 5.834 2.145
O 1.097 5.785 2.253
H 2.940 4.983 2.797
H 2.240 6.164 3.925
H 1.391 3.262 3.446
H 1.486 4.140 4.986
C -2.754 -9.100 0.362
C -2.985 -7.763 -0.290
O -1.731 -7.113 -0.125
C -0.784 -8.072 0.023
O 0.383 -7.873 0.017
O -1.356 -9.300 0.181
H -3.325 -9.901 -0.106
H -2.974 -9.086 1.433
H -3.200 -7.850 -1.359
H -3.781 -7.194 0.186
*
```

orbital gap: 3.22 eV

No. 3
ORCA calculation (ωB97M-V with the def2-TZVPD basis set) on a single C5H5N3 molecule.

```
! wB97M-V def2-TZVPD RIJCOSX def2/J DEFGRID3
* xyz 0 1
C -0.367 -1.229 -1.053
C 0.508 -0.257 -1.235
N 0.527 0.600 -0.104
C 1.139 1.677 0.507
N 0.593 1.877 1.683
N -0.386 0.958 1.867
C -0.395 0.167 0.815
C -1.061 -1.058 0.294
H -0.589 -2.026 -1.761
H 1.132 -0.097 -2.117
H 1.911 2.284 0.019
H -0.880 -1.975 0.871
H -2.133 -0.922 0.214
*
```

orbital gap: 10.32 eV
energy relative to the best compared isomer or geometry (same formula, charge and spin): 0.5090 eV

No. 4
ORCA calculation (ωB97M-V with the def2-TZVPD basis set) on a molecular structure, C25H49N2O11SSbSi3Sr.

```
! wB97M-V def2-TZVPD RIJCOSX def2/J DEFGRID3
* xyz -2 1
Sr -1.047 0.566 -1.205
O 1.870 -0.201 -4.271
C 0.998 0.157 -3.458
O 1.117 0.034 -2.193
C -0.238 0.855 -4.071
C -0.426 2.352 -3.741
C -1.155 3.014 -4.917
C -2.596 2.460 -4.720
C -2.439 1.633 -3.428
O -1.442 2.402 -2.727
C -1.710 0.319 -3.877
C -1.865 -1.171 -3.369
O -1.973 -1.964 -4.319
O -1.818 -1.482 -2.148
H -0.009 0.790 -5.133
H 0.467 2.864 -3.384
H -1.139 4.098 -4.800
H -0.716 2.757 -5.880
H -3.308 3.269 -4.552
H -2.944 1.856 -5.555
H -3.323 1.547 -2.797
H -2.076 0.136 -4.881
O -3.989 2.960 -0.571
S -3.356 1.995 0.338
O -4.014 1.950 1.645
O -3.356 0.627 -0.311
O -1.883 2.289 0.479
N 1.427 1.958 0.388
C 2.229 2.061 -0.438
N 3.134 2.241 -1.401
C 3.844 3.512 -1.431
C 4.425 3.699 -2.821
O 5.255 2.614 -3.179
C 4.501 1.398 -3.205
C 3.919 1.083 -1.845
H 4.660 3.520 -0.694
H 3.146 4.314 -1.189
H 5.038 4.600 -2.856
H 3.605 3.800 -3.546
H 5.191 0.612 -3.510
H 3.697 1.455 -3.943
H 4.723 0.880 -1.126
H 3.235 0.239 -1.923
C -1.734 2.755 3.599
Si -0.838 1.179 4.003
C -1.556 0.480 5.607
C 0.984 1.604 4.263
Sb -0.864 -0.524 2.108
Si 0.891 -2.085 3.100
C 2.568 -1.549 2.431
C 0.599 -3.888 2.634
C 1.069 -2.116 4.989
Si -2.891 -2.025 2.476
C -4.500 -1.103 2.320
C -2.859 -2.906 4.153
C -2.783 -3.315 1.114
H -1.497 3.511 4.357
H -2.812 2.606 3.538
H -1.440 3.107 2.607
H -1.280 1.115 6.457
H -1.221 -0.536 5.809
H -2.646 0.476 5.536
H 1.068 2.544 4.817
H 1.462 1.735 3.289
H 1.526 0.832 4.813
H 2.472 -1.264 1.382
H 3.297 -2.363 2.506
H 2.952 -0.693 2.992
H 0.465 -3.990 1.558
H -0.283 -4.288 3.139
H 1.464 -4.485 2.942
H 1.173 -1.121 5.422
H 1.969 -2.688 5.242
H 0.216 -2.607 5.462
H -4.512 -0.172 2.887
H -5.329 -1.743 2.641
H -4.636 -0.803 1.279
H -3.083 -2.204 4.960
H -1.890 -3.365 4.358
H -3.620 -3.694 4.166
H -2.556 -2.833 0.159
H -3.747 -3.826 1.017
H -2.012 -4.063 1.310
C 2.850 -2.521 -1.847
C 1.433 -2.906 -1.489
C 0.625 -3.487 -2.610
O 1.003 -2.759 -0.366
H 3.405 -3.409 -2.163
H 3.342 -2.060 -0.992
H 2.809 -1.827 -2.691
H 1.221 -4.219 -3.160
H 0.371 -2.691 -3.315
H -0.307 -3.913 -2.249
*
```

orbital gap: 6.53 eV
energy relative to the best compared isomer or geometry (same formula, charge and spin): 1.8067 eV

No. 5
ORCA calculation (ωB97M-V with the def2-TZVPD basis set) on a single C4H5NO molecule.

```
! wB97M-V def2-TZVPD RIJCOSX def2/J DEFGRID3
* xyz 0 1
N -0.674 0.223 -1.752
C -0.199 -0.089 -0.467
C 0.470 0.863 0.359
C 0.676 0.246 1.557
O 0.295 -1.044 1.487
C -0.174 -1.259 0.213
H -1.621 -0.109 -1.882
H -0.680 1.230 -1.880
H 1.109 1.557 -0.146
H 1.023 0.572 2.531
H -0.269 -2.282 -0.108
*
```

orbital gap: 9.27 eV
energy relative to the best compared isomer or geometry (same formula, charge and spin): 1.3984 eV

No. 6
ORCA calculation (ωB97M-V with the def2-TZVPD basis set) on a gas-phase ion, C8H11N2 (charge +1).

```
! wB97M-V def2-TZVPD RIJCOSX def2/J DEFGRID3
* xyz 1 1
C -3.191 0.445 -0.743
C -1.896 0.136 -0.070
C -1.716 -0.320 1.255
N -0.644 0.440 -1.032
N 0.626 0.127 -0.610
C 1.411 -0.582 -1.433
C 2.719 -0.936 -0.928
C 3.222 -0.215 0.167
C 2.392 0.424 1.029
C 1.041 0.617 0.588
H -3.206 0.202 -1.821
H -4.042 -0.001 -0.190
H -3.434 1.471 -0.720
H -2.605 -0.861 1.664
H -0.704 -0.714 1.417
H -1.669 0.543 1.860
H 0.911 -0.984 -2.311
H 3.363 -1.463 -1.621
H 4.336 -0.294 0.317
H 2.714 0.900 1.912
H 0.370 1.064 1.270
*
```

orbital gap: 8.87 eV
energy relative to the best compared isomer or geometry (same formula, charge and spin): 3.3517 eV

No. 7
ORCA calculation (ωB97M-V with the def2-TZVPD basis set) on a molecular structure, C31H29IO3PRuSSb.

```
! wB97M-V def2-TZVPD RIJCOSX def2/J DEFGRID3
* xyz 1 2
Ru 0.234 0.391 -0.733
I -0.676 2.427 0.683
C 0.643 3.740 -0.142
C 0.692 5.042 0.246
C 1.655 5.883 -0.362
C 2.495 5.379 -1.311
C 2.418 4.022 -1.720
C 3.273 3.511 -2.733
C 3.169 2.218 -3.132
C 2.218 1.354 -2.527
C 1.374 1.788 -1.532
C 1.466 3.163 -1.126
H 0.025 5.437 1.001
H 1.720 6.921 -0.064
H 3.241 6.016 -1.770
H 4.008 4.170 -3.180
H 3.815 1.831 -3.909
H 2.177 0.332 -2.875
O 2.161 -1.140 -0.725
S 1.446 -2.088 -1.595
O 2.242 -2.760 -2.564
O 0.269 -1.281 -2.126
C 0.682 -3.271 -0.536
C 0.685 -4.601 -0.934
C 0.102 -5.556 -0.113
C -0.473 -5.182 1.091
C -0.481 -3.848 1.474
C 0.083 -2.869 0.665
P 0.071 -1.118 1.209
C -1.602 -0.910 1.910
C -2.683 -1.505 1.259
C -3.985 -1.197 1.625
C -4.228 -0.280 2.640
C -3.160 0.326 3.285
C -1.854 0.018 2.920
C 1.261 -1.029 2.558
C 2.574 -0.650 2.276
C 3.528 -0.669 3.283
C 3.177 -1.061 4.567
C 1.870 -1.436 4.851
C 0.911 -1.423 3.850
H 1.163 -4.879 -1.863
H 0.111 -6.596 -0.411
H -0.915 -5.930 1.736
H -0.938 -3.569 2.416
H -2.511 -2.227 0.469
H -4.812 -1.682 1.121
H -5.244 -0.044 2.928
H -3.339 1.041 4.078
H -1.033 0.510 3.427
H 2.853 -0.352 1.276
H 4.546 -0.379 3.061
H 3.924 -1.077 5.349
H 1.597 -1.741 5.853
H -0.101 -1.727 4.081
C -3.126 -1.012 -2.381
Sb -1.817 0.620 -2.305
C -3.066 2.299 -2.292
C -1.086 0.676 -4.270
H -3.702 -0.886 -3.297
H -3.788 -1.029 -1.518
H -2.542 -1.929 -2.427
H -3.857 2.136 -3.024
H -2.469 3.163 -2.580
H -3.500 2.468 -1.309
H -1.855 1.111 -4.907
H -0.858 -0.339 -4.587
H -0.181 1.278 -4.308
*
```

orbital gap (spin up / spin down): 6.88 / 6.52 eV
expectation value of S²: 0.77
energy relative to the best compared isomer or geometry (same formula, charge and spin): 0.0857 eV

No. 8
ORCA calculation (ωB97M-V with the def2-TZVPD basis set) on a single C5H3N5O3S molecule.

```
! wB97M-V def2-TZVPD RIJCOSX def2/J DEFGRID3
* xyz 0 1
O 0.849 -0.518 2.141
C 1.426 0.061 1.281
N 2.435 0.896 1.333
N 2.828 1.362 0.263
S 2.031 1.061 -1.054
C 0.945 -0.113 -0.228
C -0.495 0.187 -0.259
N -1.005 1.183 -0.927
C -2.328 1.151 -0.740
C -2.599 0.072 0.134
N -1.434 -0.506 0.385
N 1.492 -1.389 -0.834
O 0.690 -2.192 -1.255
O 2.719 -1.517 -0.713
H -2.893 1.945 -1.166
H -3.464 -0.509 0.494
H -1.198 -1.174 1.146
*
```

orbital gap: 7.75 eV
energy relative to the best compared isomer or geometry (same formula, charge and spin): 0.1686 eV

No. 9
ORCA calculation (ωB97M-V with the def2-TZVPD basis set) on a single C21H28N6OS molecule.

```
! wB97M-V def2-TZVPD RIJCOSX def2/J DEFGRID3
* xyz 0 1
C 2.604 1.241 3.540
C 2.067 2.363 2.658
C 0.959 1.916 1.703
C 1.451 0.920 0.643
C 2.358 1.584 -0.333
N 2.698 2.849 -0.417
N 3.512 2.954 -1.460
N 3.690 1.833 -2.021
N 2.978 0.927 -1.347
C 2.956 -0.468 -1.685
C 3.522 -1.289 -0.571
C 4.619 -1.027 0.191
C 4.848 -2.011 1.179
C 3.924 -3.004 1.151
S 2.747 -2.758 -0.079
N 0.418 0.235 -0.128
C -0.321 -0.776 0.603
C -1.112 -1.628 -0.399
N -2.027 -0.808 -1.165
C -3.310 -0.581 -0.664
C -4.076 -1.668 -0.221
C -5.365 -1.501 0.228
C -5.961 -0.240 0.242
O -7.246 -0.186 0.708
C -7.893 1.061 0.728
C -5.224 0.842 -0.213
C -3.921 0.671 -0.653
C -1.303 0.255 -1.823
C -0.504 1.111 -0.832
H 1.791 0.742 4.064
H 3.290 1.646 4.280
H 3.146 0.497 2.959
H 1.659 3.146 3.300
H 2.878 2.804 2.078
H 0.558 2.796 1.199
H 0.158 1.445 2.277
H 2.023 0.126 1.140
H 1.922 -0.770 -1.877
H 3.549 -0.574 -2.600
H 5.243 -0.162 0.055
H 5.666 -1.977 1.876
H 3.858 -3.873 1.774
H 0.384 -1.409 1.146
H -1.030 -0.336 1.325
H -1.651 -2.405 0.137
H -0.411 -2.103 -1.094
H -3.662 -2.664 -0.249
H -5.944 -2.346 0.567
H -8.890 0.872 1.123
H -7.376 1.774 1.380
H -7.978 1.488 -0.277
H -5.643 1.836 -0.228
H -3.390 1.549 -0.986
H -1.990 0.870 -2.404
H -0.601 -0.218 -2.520
H 0.065 1.874 -1.369
H -1.196 1.614 -0.139
*
```

orbital gap: 7.90 eV
energy relative to the best compared isomer or geometry (same formula, charge and spin): 2.4614 eV

No. 10
ORCA calculation (ωB97M-V with the def2-TZVPD basis set) on 10 unconnected molecules or ions with the total composition C10H40O10.

```
! wB97M-V def2-TZVPD RIJCOSX def2/J DEFGRID3
* xyz 0 1
C 3.247 -0.368 3.444
O 4.634 -0.552 3.454
H 2.957 0.690 3.491
H 2.833 -0.730 2.504
H 2.755 -0.890 4.271
H 4.950 -0.323 4.331
C 0.767 -5.054 1.447
O 0.055 -3.867 1.102
H 1.824 -4.849 1.628
H 0.312 -5.559 2.303
H 0.693 -5.730 0.597
H -0.013 -3.350 1.910
C -0.761 3.891 0.000
O -1.729 4.824 -0.449
H 0.198 4.404 0.041
H -1.003 3.491 0.994
H -0.650 3.016 -0.648
H -2.478 4.346 -0.815
C 2.576 1.886 0.159
O 1.858 1.878 1.388
H 3.623 2.166 0.303
H 2.565 0.872 -0.238
H 2.116 2.553 -0.577
H 2.059 2.691 1.860
C -0.115 -0.617 0.014
O -0.541 0.522 0.771
H 0.737 -1.116 0.487
H -0.907 -1.362 -0.066
H 0.179 -0.369 -1.015
H 0.244 0.889 1.200
C -0.214 2.198 4.140
O -0.663 1.587 5.354
H 0.856 2.362 4.228
H -0.440 1.567 3.279
H -0.692 3.175 3.992
H -1.500 1.151 5.175
C 0.243 -0.536 -5.159
O 0.035 -0.506 -3.761
H 0.202 0.468 -5.605
H 1.234 -0.942 -5.346
H -0.502 -1.153 -5.674
H -0.884 -0.221 -3.600
C -2.401 1.497 -2.769
O -2.776 0.226 -3.268
H -1.733 1.961 -3.497
H -3.270 2.163 -2.666
H -1.898 1.430 -1.802
H -3.428 -0.144 -2.643
C 2.249 -2.478 -1.675
O 1.830 -2.623 -3.008
H 1.545 -2.981 -0.995
H 3.207 -2.989 -1.546
H 2.360 -1.427 -1.399
H 1.260 -1.869 -3.242
C -4.403 -0.814 -0.092
O -4.690 -0.826 -1.499
H -5.215 -0.348 0.478
H -4.256 -1.826 0.295
H -3.504 -0.229 0.054
H -5.535 -1.259 -1.639
*
```

orbital gap: 9.81 eV
energy relative to the best compared isomer or geometry (same formula, charge and spin): 3.6224 eV

No. 11
ORCA calculation (ωB97M-V with the def2-TZVPD basis set) on a gas-phase ion, C4H9NO2 (charge -1).

```
! wB97M-V def2-TZVPD RIJCOSX def2/J DEFGRID3
* xyz -1 2
C 0.250 -0.184 0.351
C 1.441 0.177 -0.446
C 2.739 -0.513 0.049
O 2.760 -1.671 0.541
N -0.939 0.671 0.009
C -2.218 0.003 0.216
O -3.099 0.242 -0.880
H 0.444 -0.136 1.437
H 0.026 -1.247 0.238
H 1.292 0.049 -1.538
H 1.811 1.203 -0.326
H 3.667 -0.008 -0.308
H -0.865 1.363 0.749
H -2.680 0.365 1.141
H -2.089 -1.078 0.270
H -2.539 0.763 -1.504
*
```

orbital gap (spin up / spin down): 3.12 / 6.92 eV
expectation value of S²: 0.75
energy relative to the best compared isomer or geometry (same formula, charge and spin): 1.7128 eV